# 1
97
Properties=species:S:1:pos:R:3:forces:R:3 method="wB97M-V/def2-TZVPD" largest_force_ha_per_bohr=0.07095 gap_ev="4.94 / 4.61" energy_ev=-94900.7177 multiplicity=5 total_charge=0
Cr 1.16509 -1.53600 0.00312 -3.3 1.5 0.7
P 0.94295 -0.61263 -2.53658 2.9 0.7 0.2
P 2.69357 -0.01255 0.51784 0.2 -0.3 -2.1
N -0.50953 2.21700 2.44942 0.3 1.0 0.3
C -0.61509 -2.91988 -2.30963 -0.2 0.6 0.3
C 1.10129 -3.02984 -4.02195 -0.1 -0.3 0.5
C -0.47350 3.53956 1.80856 0.0 -0.5 0.4
C 2.45278 -3.99491 1.75857 0.2 0.4 0.2
C 6.34540 -1.29522 -1.24238 0.0 0.2 0.1
C 5.09305 2.84265 2.09587 -0.3 0.2 0.0
C -1.42029 1.27049 1.84097 0.1 -0.1 0.2
C -1.84443 -0.58764 3.40463 -0.1 -0.4 0.1
C -1.02482 -2.83456 3.18798 -0.3 0.3 -0.3
C -0.04930 0.13131 -5.07379 0.0 0.4 0.0
C 5.78465 -4.21952 -1.12635 0.2 -0.6 0.0
C 3.21986 -1.50529 2.89915 0.3 -0.6 -0.6
C -0.44061 -2.42529 1.98627 -0.1 -0.5 0.8
C 2.86651 -3.88880 3.09592 -0.1 -0.6 -0.4
C -0.14321 2.41926 -5.82959 -0.2 -0.3 -0.1
C 2.46909 1.88786 2.43604 0.6 -0.7 -0.2
C 2.90331 2.95262 3.20394 0.8 0.2 -0.3
C 4.65124 1.77172 1.32575 -0.4 0.0 0.6
C 2.40375 -2.83030 0.96828 1.4 -0.5 1.2
C 3.33552 1.31397 1.49220 0.4 0.5 0.6
C -1.00267 -4.22051 -2.56589 0.0 -0.1 0.0
C -1.13224 -0.16117 2.25897 -0.9 -0.7 1.3
C 0.73729 1.91700 -3.66157 0.2 -0.1 0.3
C 4.20336 3.45277 2.99274 -0.2 -0.1 0.2
C 5.14795 -3.23778 -0.20189 0.7 0.5 0.5
C 0.84331 -4.40057 -4.14182 -0.5 0.2 0.3
C -0.38451 1.06178 -6.05727 0.0 0.3 0.0
C 4.85299 -2.13843 -3.19479 0.2 0.4 -1.1
C 4.94629 -4.50012 -2.38059 -0.3 0.0 0.3
C -0.34216 -1.10516 1.57850 0.0 0.3 -1.2
C 3.39347 0.16283 -1.14422 1.0 0.8 2.3
C 2.89808 -1.58790 1.52902 -0.3 0.1 -0.3
C 2.68105 -0.07849 -2.30662 -2.1 -0.2 -1.0
C 3.23149 -2.66525 3.66706 -0.1 0.2 0.0
C -0.23144 -4.97666 -3.44572 0.2 -0.3 -0.2
C 4.23634 -3.28013 -2.92095 0.6 -0.6 -0.6
C 5.40272 -1.92384 -0.26340 0.6 -0.8 0.7
C 0.40722 2.85341 -4.62261 -0.2 0.1 -0.3
C 6.22472 -1.74757 -2.71285 0.3 0.3 -0.5
C -0.29224 -0.06958 -1.33762 -2.3 0.1 0.6
C 0.46833 -2.31030 -2.98697 -0.9 0.0 -0.8
C -0.70789 2.39600 3.89059 0.1 0.1 -0.5
C -1.76467 -1.89876 3.90875 0.2 0.2 -0.2
C 0.50520 0.55148 -3.86896 0.0 -0.2 -0.8
H 6.12362 3.19304 1.99391 -0.4 0.0 0.1
H -0.00092 -3.18896 1.33581 -0.1 -0.1 0.4
H -0.92670 -3.86483 3.51364 -0.2 0.0 0.0
H 6.93029 -2.57091 -2.88831 -0.1 0.3 -0.1
H 6.54633 -0.87108 -3.29941 0.1 -0.5 -0.1
H 3.55065 -2.60545 4.71599 -0.2 -0.1 -0.5
H -2.50011 0.11935 3.92678 0.2 -0.2 -0.2
H -2.29415 -2.20388 4.82050 0.2 0.3 -0.4
H -0.50455 -6.01727 -3.62169 0.2 0.2 0.0
H 5.86729 -5.19119 -0.61066 0.3 0.4 0.0
H -0.67510 1.43370 4.40508 0.0 0.2 0.0
H -1.41579 4.10184 1.95613 0.1 -0.1 -0.1
H 3.17342 0.18233 -3.27394 -0.7 -0.4 0.8
H 2.22134 -4.97562 1.31191 0.0 0.6 0.3
H -0.18874 -0.91923 -5.25545 -0.2 -0.3 0.0
H -1.23924 -2.34074 -1.61529 0.5 -0.3 -0.3
H -1.67082 2.90571 4.11397 0.2 -0.2 0.0
H 5.32863 1.25190 0.65606 0.0 0.1 0.0
H 2.22189 -2.97832 -0.15039 0.9 -0.5 0.1
H 4.52309 4.32050 3.56426 0.1 -0.2 0.0
H 4.14387 -5.22480 -2.13356 0.6 0.1 -0.1
H -0.84086 0.72568 -6.99629 0.3 0.2 0.4
H -2.45647 1.53708 2.13718 0.0 -0.2 -0.3
H 1.79677 -2.55715 -4.71689 0.1 0.0 0.5
H 0.11028 3.02920 4.26295 -0.3 -0.2 0.0
H 6.79747 -3.87911 -1.41660 -0.5 -0.3 0.3
H 3.56369 -0.55679 3.30800 -0.2 -0.2 0.0
H 1.48786 1.43135 2.54894 0.1 0.4 0.1
H 1.48821 -5.02663 -4.75706 -0.4 0.2 -0.2
H 5.11341 -1.26116 0.54833 -0.2 -0.3 -0.2
H -1.33382 1.34441 0.75909 0.0 0.2 0.0
H -0.27717 3.42554 0.73809 0.0 0.1 0.1
H -1.90778 -4.61790 -2.07598 0.7 0.1 -0.3
H -1.11382 0.04759 -2.06364 0.1 0.5 0.0
H 4.47227 -1.48136 -4.00072 -0.4 -0.1 1.1
H -0.09177 0.90019 -0.85184 0.2 -0.5 -0.5
H 1.22559 2.25065 -2.75002 -0.1 -0.1 0.0
H 2.93207 -4.79984 3.69560 -0.1 0.3 -0.2
H 4.60241 -3.68216 0.62422 0.0 0.4 -0.2
H -0.90310 -0.68342 -0.58297 1.8 0.4 -0.5
H 4.36556 0.70599 -1.21559 -0.8 -0.7 -0.2
H 3.20511 -3.46459 -3.19716 0.2 0.2 -0.3
H 0.56740 3.92540 -4.44195 0.0 -0.6 -0.1
H 0.34096 4.11996 2.27156 -0.2 -0.1 -0.3
H 7.39135 -1.50506 -0.93079 -0.5 0.3 0.0
H 2.24934 3.37902 3.96214 0.2 0.1 -0.2
H -0.38717 3.13892 -6.60180 0.0 0.0 0.0
H 6.17083 -0.20426 -1.18626 0.4 -0.5 -0.1
H 5.64108 -4.95257 -3.13372 -0.8 0.3 0.3



# 2
105
Properties=species:S:1:pos:R:3:forces:R:3 method="wB97M-V/def2-TZVPD" largest_force_ha_per_bohr=0.05067 gap_ev=4.63 energy_ev=-73056.9432 relative_energy_kj_mol=81.3 total_charge=-1
I 5.49722 4.03892 -1.49692 0.0 0.0 0.0
Sr 0.39617 0.50404 -1.45411 -1.5 0.2 2.1
O 1.40972 1.22631 -5.14397 0.1 -0.1 0.0
O 0.18433 1.18710 -7.45086 0.4 0.2 0.0
O 1.42287 2.66797 -1.76543 1.2 0.6 -0.5
O 1.32568 -0.07484 -3.32667 0.8 -0.3 -2.4
O -1.76530 0.38670 -8.12168 -0.4 -0.1 -0.4
N -1.42218 -0.39217 -3.68469 0.2 0.0 0.1
N -2.49806 -0.35043 -5.58544 -0.5 -0.1 -0.1
N -1.23021 -0.45238 0.11156 -0.4 -0.2 0.4
N 1.58787 0.12252 0.63915 0.2 -0.1 0.5
N 3.16417 2.54604 -3.23529 0.0 0.1 0.0
C 1.02921 -0.84635 2.96452 0.1 0.0 -0.1
C -0.59995 0.10615 -4.66826 0.2 -0.1 0.5
C -0.15928 -1.39084 3.51724 0.0 0.1 -0.2
C 4.69941 2.51520 2.18950 0.0 0.0 -0.1
C -1.20819 -3.76748 -1.79610 0.0 0.0 0.0
C 2.32839 2.01054 2.02165 0.0 0.1 0.0
C -2.43198 -1.78920 2.93673 -0.1 0.0 0.1
C 4.31251 -0.55813 -0.02897 0.2 0.2 0.0
C -2.56879 -0.66897 -4.27187 0.1 0.1 0.1
C 3.43892 3.67406 -1.07780 -0.1 -0.1 0.1
C -0.96042 0.58719 -7.24676 0.0 -0.1 0.4
C 3.96463 0.64491 0.82888 -0.1 0.1 0.0
C 0.81833 0.44131 -4.35632 0.4 -0.1 -0.4
C 2.60894 0.91264 1.16042 -0.1 0.0 0.1
C -3.55263 1.29077 0.01119 -0.2 0.0 0.0
C -4.16252 1.75194 1.33650 0.0 0.0 0.0
C 3.37626 2.77646 2.52521 -0.1 0.0 0.0
C -3.91457 -2.97679 -0.37971 0.1 0.0 0.0
C 0.54426 3.79599 1.79857 0.1 -0.1 0.1
C 4.71680 -0.13990 -1.44810 0.0 -0.1 0.0
C -1.42119 -3.33360 -0.33842 -0.2 -0.1 -0.1
C -2.64259 -2.42932 -0.24850 0.0 0.0 -0.1
C -4.90891 -0.80467 -0.27147 0.0 0.0 0.0
C -0.59867 -0.76003 1.30994 -0.3 0.1 0.0
C -2.60787 -2.28589 4.26794 0.0 0.0 -0.1
C -1.58848 -2.33889 5.17930 0.1 0.0 0.0
C -1.50683 -4.55053 0.58712 -0.1 0.0 0.0
C -3.65319 -0.21443 -0.14166 0.1 -0.1 0.0
C 2.13815 -0.81917 3.77150 0.1 -0.1 0.1
C 5.39925 -1.42638 0.61187 0.0 0.0 0.0
C 4.97674 1.45577 1.33524 0.0 0.0 0.0
C -1.19253 -1.35030 2.54483 -0.1 0.0 -0.1
C -5.05307 -2.18054 -0.37324 0.0 0.0 0.0
C 2.61510 2.89633 -2.08803 -0.6 0.2 0.5
C 0.87461 -1.81652 5.63022 -0.1 0.0 -0.1
C -2.49048 -1.02581 -0.09278 0.0 0.0 0.2
C -3.76984 -1.25836 -3.61940 0.1 0.1 0.0
C 0.71329 -0.42998 1.57848 0.2 -0.3 0.0
C 2.03756 -1.31622 5.11050 0.0 0.1 -0.2
C 0.89364 2.40860 2.36151 0.1 0.2 0.0
C 0.62936 2.36917 3.86853 0.0 0.0 0.1
C -4.17801 2.02779 -1.17771 0.0 0.0 0.0
C -1.26425 0.15993 -5.85676 0.1 0.1 -0.3
C -0.29260 -1.86390 4.80547 -0.1 0.0 0.1
H -6.03726 -2.62581 -0.46549 0.0 0.0 0.0
H -0.31319 -4.39316 -1.88992 -0.1 0.1 0.0
H 5.50061 3.13073 2.58213 0.0 0.0 0.0
H -0.42886 2.56780 4.07388 0.1 0.0 0.0
H 3.40592 3.16243 -0.11874 0.0 -0.1 0.0
H 0.22415 1.68871 1.89303 0.0 0.1 0.0
H 3.87103 0.29659 -1.99080 0.1 -0.1 0.1
H -2.49332 1.52785 0.04355 0.2 0.0 0.0
H 3.08434 -0.41365 3.42721 -0.1 0.0 0.0
H 0.66922 3.81877 0.71483 0.0 0.0 -0.1
H 5.06441 -1.00678 -2.02413 -0.1 0.1 0.0
H 4.14391 2.71217 -3.38456 0.1 0.1 0.0
H -4.65327 -0.63705 -3.77754 0.0 0.0 0.0
H 2.98007 4.65179 -0.96721 0.0 0.0 0.0
H 1.22275 3.12879 4.39343 -0.1 -0.1 0.0
H -5.25783 1.84958 -1.23748 0.1 0.0 0.0
H -0.57104 -5.11803 0.55292 -0.1 0.0 0.0
H 5.53860 -2.34653 0.03605 0.0 0.1 0.0
H 0.83302 -2.17397 6.65439 0.0 0.0 0.0
H 5.12696 -1.69975 1.63504 0.0 0.0 -0.1
H -3.28627 -1.77716 2.26967 0.0 0.0 0.0
H -3.97481 -2.25403 -4.01749 0.0 0.0 0.0
H -3.58724 -1.34282 -2.55055 0.0 0.0 0.0
H -4.02225 3.10829 -1.08852 0.0 -0.1 0.0
H -1.08758 -2.89468 -2.44602 0.0 -0.1 0.0
H 3.40385 -1.14745 -0.09798 -0.2 -0.1 0.0
H 1.18414 4.57184 2.23632 -0.1 -0.1 -0.1
H -5.79608 -0.17489 -0.27268 0.1 0.0 0.0
H -5.23478 1.52514 1.37454 0.1 0.0 0.0
H -2.31663 -5.22776 0.28625 0.1 0.1 0.0
H 6.01174 1.24272 1.07748 -0.1 0.0 0.0
H 6.36308 -0.90713 0.64482 -0.1 0.0 0.0
H 5.52754 0.59824 -1.42060 -0.1 -0.1 0.0
H 3.15437 3.61432 3.18325 0.0 -0.1 -0.1
H -0.55490 -2.75092 -0.03862 0.1 0.1 0.1
H -4.02404 -4.05348 -0.48622 0.0 0.1 0.0
H -3.67880 1.24240 2.17535 0.0 0.0 -0.1
H 2.92102 -1.27872 5.73878 0.0 0.0 0.0
H 0.69241 1.27134 -6.58663 0.1 0.0 0.0
H -3.20755 -0.46084 -6.29164 0.0 0.0 0.0
H -1.75740 -2.73267 6.17730 0.0 0.0 -0.1
H -3.73056 1.69419 -2.12060 0.0 0.0 0.1
H 0.87846 1.38946 4.28541 -0.1 0.2 0.0
H 2.63075 2.07591 -3.95988 -0.3 -0.3 -0.1
H -3.59342 -2.63920 4.55654 0.1 0.0 0.0
H -0.49753 4.05057 2.02952 0.1 0.0 0.0
H -4.03721 2.83226 1.46936 0.0 -0.1 0.0
H -2.06871 -4.34575 -2.15571 0.1 0.0 0.0
H -1.68261 -4.24196 1.62129 0.0 0.0 -0.1